w:
{"formula": "C2H16O6", "method": "ωB97M-V/def2-TZVPD", "smiles": "C=C.O.O.O.O.O.O", "orbital_gap_ev": 10.93, "symbols": ["O", "O", "O", "O", "O", "O", "C", "C", "H", "H", "H", "H", "H", "H", "H", "H", "H", "H", "H", "H", "H", "H", "H", "H"], "positions_angstrom": [[0.86299, -1.61279, -1.53596], [-5.57149, -2.61169, -0.43453], [-1.94793, -2.34758, -1.62253], [1.86906, 0.77816, -0.13988], [-2.27711, 0.37652, -0.29133], [-0.37298, 1.05266, 1.54168], [4.31137, 3.12082, 1.29957], [4.73644, 2.02730, 1.91902], [4.89094, 3.99686, 1.08400], [-1.15910, 0.92189, 0.97923], [4.22735, 1.10873, 2.14944], [-1.32311, -1.85681, -2.18100], [2.56975, 0.76217, 0.52892], [-2.37951, 0.91286, -1.08524], [-0.65881, 1.84847, 1.99419], [1.20983, -0.92069, -0.93880], [-1.21778, -2.67736, -1.07422], [1.53566, -1.60203, -2.22556], [5.71978, 2.22611, 2.30432], [-2.48430, -0.53419, -0.53298], [3.29977, 3.11260, 0.89799], [1.14431, 1.22921, 0.32997], [-5.13977, -2.04533, -1.06804], [-5.10794, -2.50569, 0.40573]], "mulliken_charge": [-0.63, -0.62, -0.66, -0.71, -0.72, -0.67, -0.40, -0.49, 0.24, 0.38, 0.30, 0.35, 0.27, 0.31, 0.34, 0.39, 0.32, 0.29, 0.21, 0.32, 0.17, 0.40, 0.31, 0.31]}

x:
{"formula": "C2H16O6", "method": "ωB97M-V/def2-TZVPD", "smiles": "CO.CO.O.O.O.O", "orbital_gap_ev": 10.64, "symbols": ["O", "O", "O", "O", "O", "O", "C", "C", "H", "H", "H", "H", "H", "H", "H", "H", "H", "H", "H", "H", "H", "H", "H", "H"], "positions_angstrom": [[1.83467, 0.20655, -1.43173], [0.37224, 2.82650, -1.73945], [0.88618, -3.55970, 0.00846], [0.04662, -0.66716, 0.78511], [2.42143, -1.53619, 1.59762], [-1.28179, 1.05554, -0.61134], [-1.06668, -1.41890, 1.21653], [-2.26357, 2.00845, -0.22729], [1.64693, -1.04824, 1.22618], [0.15146, 3.77292, -1.68146], [-0.52987, 1.55545, -0.91426], [1.40086, 0.03237, -2.29377], [-2.17206, 2.11109, 0.81655], [2.07444, -0.58312, -0.95075], [-0.66641, -2.18473, 1.91304], [-1.78968, -0.80165, 1.68339], [-1.52628, -1.98907, 0.40123], [-0.28403, 0.10690, 0.29181], [2.48355, -1.23805, 2.54151], [1.66966, -3.33114, 0.55639], [-3.27490, 1.68304, -0.47663], [0.53127, -2.70180, -0.22661], [-1.95734, 2.95495, -0.63975], [1.29331, 2.74601, -1.84480]], "mulliken_charge": [-0.61, -0.64, -0.67, -0.51, -0.68, -0.57, -0.82, -0.66, 0.37, 0.29, 0.43, 0.33, 0.28, 0.29, 0.34, 0.29, 0.31, 0.51, 0.30, 0.36, 0.24, 0.30, 0.24, 0.29]}

Most stable = w

w:
{"formula": "C4H6FNOS", "method": "ωB97M-V/def2-TZVPD", "smiles": "C/C(=C\\F)N(S)C=O", "orbital_gap_ev": 9.70, "symbols": ["S", "F", "O", "N", "C", "C", "C", "C", "H", "H", "H", "H", "H", "H"], "positions_angstrom": [[-0.39556, -2.19694, -0.02251], [-1.15278, 2.33349, -1.10529], [2.53325, -1.79296, -0.30702], [0.46916, -0.79435, -0.25954], [-1.19506, 0.57752, 0.99593], [-0.28876, 0.39824, -0.17996], [-0.29909, 1.31307, -1.17375], [1.82755, -0.80164, -0.35686], [0.23734, -2.47671, 1.16204], [-1.63449, 1.57788, 0.97461], [2.21904, 0.21174, -0.53947], [-2.01896, -0.14386, 1.00334], [-0.63398, 0.49555, 1.92388], [0.33235, 1.29897, -2.11540]], "mulliken_charge": [-0.13, -0.24, -0.53, 0.01, -1.15, 0.24, -0.11, 0.13, 0.15, 0.34, 0.29, 0.35, 0.30, 0.35]}

x:
{"formula": "C4H6FNOS", "method": "ωB97M-V/def2-TZVPD", "orbital_gap_ev": [6.98, 6.94], "symbols": ["S", "F", "O", "N", "C", "C", "C", "C", "H", "H", "H", "H", "H", "H"], "positions_angstrom": [[-2.28997, 1.64570, -0.01995], [-1.13681, 0.50996, -2.14894], [1.14165, -0.86108, 1.02641], [-1.01537, -0.42837, 1.08803], [2.32947, -0.98186, 0.31006], [-1.00993, 1.52757, -1.22882], [0.01629, -0.64261, 0.39030], [-2.04593, 0.24578, 0.98419], [2.59824, 0.07217, 0.09780], [2.92838, -1.59515, 0.89570], [-0.13968, -0.73174, -0.69974], [-2.95625, -0.02884, 1.69106], [2.22531, -1.22416, -0.83636], [-0.64540, 2.49261, -1.54975]], "mulliken_charge": [-0.06, -0.26, -0.34, -0.36, -0.65, -0.39, 0.14, 0.06, 0.30, 0.27, 0.39, 0.27, 0.28, 0.33]}

Most stable = w

w:
{"formula": "CHNOS2", "method": "ωB97M-V/def2-TZVPD", "orbital_gap_ev": [6.83, 6.84], "symbols": ["S", "S", "O", "N", "C", "H"], "positions_angstrom": [[0.05022, -1.60212, -0.17571], [1.80024, -0.66668, 0.32481], [-1.37915, -0.00272, -0.27016], [-1.60747, 2.16767, 0.58959], [-1.47326, 1.06166, 0.28617], [2.60942, -0.95781, -0.75470]], "mulliken_charge": [0.26, -0.07, -0.50, -0.44, 0.53, 0.22]}

x:
{"formula": "CHNOS2", "method": "ωB97M-V/def2-TZVPD", "smiles": "S=c1o[nH]s1", "orbital_gap_ev": 8.63, "symbols": ["S", "S", "O", "N", "C", "H"], "positions_angstrom": [[0.12266, -0.86403, -1.16612], [2.39205, 0.51538, 0.59811], [-0.34934, 0.50847, 0.68969], [-1.14871, 0.03782, -0.37785], [0.90575, 0.20223, 0.14973], [-1.92241, -0.39986, 0.10643]], "mulliken_charge": [0.01, -0.26, -0.18, -0.17, 0.35, 0.26]}

Most stable = w

w:
{"formula": "CHNOS2", "method": "ωB97M-V/def2-TZVPD", "orbital_gap_ev": 8.05, "symbols": ["S", "S", "O", "N", "C", "H"], "positions_angstrom": [[-1.08723, -1.59168, 0.60006], [2.42018, -0.86153, -0.10290], [2.11754, -0.14810, 1.14472], [1.19038, -1.35032, -0.92055], [-0.33062, -1.06518, -0.70131], [-0.87277, -0.52973, -1.45820]], "mulliken_charge": [-0.17, 0.55, -0.42, -0.20, -0.07, 0.31]}

x:
{"formula": "CHNOS2", "method": "ωB97M-V/def2-TZVPD", "smiles": "O=C=S.N=S", "orbital_gap_ev": [7.43, 7.41], "symbols": ["S", "S", "O", "N", "C", "H"], "positions_angstrom": [[-1.43339, -0.46081, -1.03364], [-0.54140, -0.86860, 3.50263], [1.28756, -2.09777, 1.99067], [-1.70712, -0.49104, 0.55695], [0.46583, -1.57205, 2.58894], [-1.88621, -1.35237, 1.01337]], "mulliken_charge": [0.04, -0.31, -0.31, -0.31, 0.62, 0.27]}

Most stable = x

w:
{"formula": "C3H4FN", "method": "ωB97M-V/def2-TZVPD", "smiles": "C=CF.C#N", "orbital_gap_ev": 10.72, "symbols": ["F", "N", "C", "C", "C", "H", "H", "H", "H"], "positions_angstrom": [[1.51299, 1.74212, -0.14951], [-1.91866, 0.14973, 1.01848], [1.36092, -0.51090, -0.47716], [-2.50871, -0.18896, 0.11027], [1.24090, 0.52524, 0.33763], [1.09203, -1.35821, 0.01325], [0.99570, 0.42755, 1.32483], [-3.27547, -0.23466, -0.64803], [1.50028, -0.55191, -1.52975]], "mulliken_charge": [-0.25, -0.31, -0.74, 0.06, 0.03, 0.28, 0.38, 0.27, 0.29]}

x:
{"formula": "C3H4FN", "method": "ωB97M-V/def2-TZVPD", "orbital_gap_ev": [7.35, 7.36], "symbols": ["F", "N", "C", "C", "C", "H", "H", "H", "H"], "positions_angstrom": [[2.30962, -0.15089, -0.00146], [0.38093, 0.98061, -0.06104], [-0.12835, -2.29546, -0.23891], [1.00822, -0.06044, 0.03780], [-0.58105, 1.79209, -0.10096], [-1.02771, 2.04888, -1.04527], [0.11055, -2.69224, 0.76209], [-0.91778, 2.27132, 0.80382], [-1.15444, -1.89388, -0.15607]], "mulliken_charge": [-0.18, -0.01, -0.42, 0.08, -0.27, 0.25, 0.17, 0.24, 0.14]}

Most stable = w

w:
{"formula": "C3H10NO2P", "method": "ωB97M-V/def2-TZVPD", "orbital_gap_ev": [9.30, 7.64], "symbols": ["P", "O", "O", "N", "C", "C", "C", "H", "H", "H", "H", "H", "H", "H", "H", "H", "H"], "positions_angstrom": [[-1.30250, -0.53157, 0.18045], [-1.91151, -1.77279, -0.34023], [-0.86597, 0.33464, -1.08456], [2.04982, -0.75464, 0.80411], [-0.20039, 1.60564, -1.12794], [2.55595, -1.47793, -0.31199], [-2.47391, 0.56295, 1.29342], [-0.43481, 2.05094, -2.24152], [2.10588, -1.11030, 1.72366], [-2.55803, 1.29953, 0.51226], [3.09491, -2.36418, -0.03230], [1.71539, -1.70505, -1.03141], [-2.12069, 0.95289, 2.29656], [-3.44906, 0.15553, 1.58638], [-0.35774, 2.18278, -0.27332], [3.23295, -0.75601, -0.77314], [0.91972, 1.32757, -1.18043]], "mulliken_charge": [0.58, -0.58, -0.22, -0.41, -0.59, -0.58, -0.85, 0.23, 0.22, 0.24, 0.36, 0.20, 0.29, 0.34, 0.37, 0.24, 0.17]}

x:
{"formula": "C3H10NO2P", "method": "ωB97M-V/def2-TZVPD", "orbital_gap_ev": 9.00, "symbols": ["P", "O", "O", "N", "C", "C", "C", "H", "H", "H", "H", "H", "H", "H", "H", "H", "H"], "positions_angstrom": [[0.56049, 0.54592, 0.74284], [1.66329, 1.62323, -1.12668], [1.15780, -0.93413, 0.47830], [-0.94418, 0.29220, 0.30907], [-2.09812, 1.05928, 0.57934], [2.55933, -1.11610, 0.43801], [-1.44073, -0.77412, -0.56888], [2.98107, -0.77952, 1.36818], [1.96011, 2.48529, -0.98611], [-2.07696, -0.45256, -1.36468], [-2.73194, 0.39377, 1.22460], [-1.95738, -1.66909, -0.22361], [-1.88071, 2.02029, 1.01789], [2.76464, -0.45114, -0.47488], [2.69884, -2.23255, 0.24647], [-2.54341, 1.22152, -0.38619], [-0.67213, -1.23225, -1.27368]], "mulliken_charge": [0.13, -0.82, -0.22, 0.42, -0.89, -0.62, -1.04, 0.25, 0.21, 0.39, 0.31, 0.38, 0.34, 0.37, 0.18, 0.32, 0.28]}

y:
{"formula": "C3H10NO2P", "method": "ωB97M-V/def2-TZVPD", "smiles": "CNP(C)OCO", "orbital_gap_ev": 10.06, "symbols": ["P", "O", "O", "N", "C", "C", "C", "H", "H", "H", "H", "H", "H", "H", "H", "H", "H"], "positions_angstrom": [[0.50603, 0.58246, -0.42512], [-0.11310, 0.86476, 1.07406], [-0.44318, 1.71681, 3.07612], [0.69004, -1.22372, -0.25023], [-1.08541, 0.87414, -1.52345], [0.32886, 1.83173, 1.90746], [1.79477, -1.66266, -1.09702], [1.30540, 1.78394, 2.23298], [-0.71728, 1.00263, -2.54330], [0.11629, 2.77665, 1.39066], [-1.43044, 1.82280, -1.07024], [1.54110, -1.86464, -2.13744], [2.44775, -0.81321, -1.03405], [-1.96101, 0.15474, -1.68630], [-0.24370, -1.73490, -0.35036], [-1.27781, 2.12368, 3.00742], [2.30684, -2.62751, -0.72250]], "mulliken_charge": [0.04, -0.09, -0.52, -0.36, -0.93, -0.25, -0.72, 0.31, 0.33, 0.29, 0.23, 0.25, 0.34, 0.31, 0.26, 0.29, 0.23]}

Most stable = y

w:
{"formula": "C4H8N2O2S2", "method": "ωB97M-V/def2-TZVPD", "orbital_gap_ev": 8.33, "symbols": ["S", "S", "O", "O", "N", "N", "C", "C", "C", "C", "H", "H", "H", "H", "H", "H", "H", "H"], "positions_angstrom": [[0.15408, 1.78161, -1.37685], [-1.04126, -0.79024, -0.53538], [-0.22333, 3.17878, -1.69228], [-0.55184, -1.40327, -1.76965], [-2.40966, 1.65925, -0.87820], [0.27365, 0.40433, 1.53327], [1.80592, -1.14311, 0.12168], [-1.25074, 0.98311, -0.94460], [0.94624, -2.00344, 1.00227], [0.45876, -0.64456, 0.60042], [-2.33462, 2.60818, -1.23553], [1.22771, -2.16677, 2.03357], [0.34058, 0.10039, 2.49640], [2.68805, -0.67703, 0.52546], [1.86945, -1.43029, -0.91717], [-3.30569, 1.20551, -0.88768], [0.45976, -2.85251, 0.54571], [0.89294, 1.19005, 1.37857]], "mulliken_charge": [0.34, 0.24, -0.67, -0.57, -0.41, -0.51, -0.57, 0.41, -0.79, 0.53, 0.25, 0.29, 0.27, 0.27, 0.23, 0.23, 0.23, 0.23]}

x:
{"formula": "C4H8N2O2S2", "method": "ωB97M-V/def2-TZVPD", "orbital_gap_ev": [7.52, 7.26], "symbols": ["S", "S", "O", "O", "N", "N", "C", "C", "C", "C", "H", "H", "H", "H", "H", "H", "H", "H"], "positions_angstrom": [[-1.57860, -0.42804, -0.73730], [1.02087, -1.74815, -1.12158], [-1.92655, -1.69383, -1.24275], [-2.19352, 0.71144, -1.40918], [0.82541, 1.99645, -0.29649], [2.43994, -1.00486, -1.30961], [-2.32773, -0.30280, 1.02447], [2.45701, 0.32050, -0.81095], [1.06422, 0.78631, -0.49098], [0.19654, -0.41461, -0.53494], [-1.81223, -0.99266, 1.72509], [3.02753, 0.19634, 0.14146], [2.81971, 1.09152, -1.53787], [0.74198, -0.51663, 1.88862], [0.97185, -0.56315, 2.57637], [-3.38760, -0.47861, 1.12490], [-2.24816, 0.74779, 1.27978], [-0.09068, 2.29299, -0.26903]], "mulliken_charge": [1.10, 0.26, -0.66, -0.61, -0.74, -0.33, -0.94, -0.32, 0.49, -0.03, 0.28, 0.24, 0.30, -0.13, 0.14, 0.39, 0.31, 0.26]}

Most stable = w

w:
{"formula": "C4H4ClN3", "method": "ωB97M-V/def2-TZVPD", "smiles": "N#CCN(Cl)CC#N", "orbital_gap_ev": 10.08, "symbols": ["Cl", "N", "N", "N", "C", "C", "C", "C", "H", "H", "H", "H"], "positions_angstrom": [[-0.33549, 1.86963, -0.69963], [-0.14336, 0.51003, 0.31812], [3.44507, 1.20386, -0.02304], [-3.50926, 0.66186, -0.05595], [2.48039, 0.61708, -0.02380], [-2.49034, 0.10675, -0.02552], [1.36188, -0.29253, 0.02914], [-1.23211, -0.53116, 0.14823], [-1.09680, -1.13935, -0.72075], [1.27898, -0.97832, -0.91394], [1.34954, -0.87708, 1.02337], [-1.10852, -1.15077, 0.94379]], "mulliken_charge": [-0.07, -0.26, -0.31, -0.36, 0.11, 0.15, -0.18, -0.27, 0.26, 0.27, 0.28, 0.38]}

x:
{"formula": "C4H4ClN3", "method": "ωB97M-V/def2-TZVPD", "smiles": "Cl/C=C/n1ccnn1", "orbital_gap_ev": 9.96, "symbols": ["Cl", "N", "N", "N", "C", "C", "C", "C", "H", "H", "H", "H"], "positions_angstrom": [[-1.51376, -3.42527, -0.62603], [0.06087, 0.16153, -0.01720], [0.42878, 1.96394, -1.00466], [-0.11753, 0.78815, -1.11780], [-0.33852, -1.19570, 0.16631], [0.73041, 0.89981, 0.95591], [-1.12760, -1.75085, -0.75476], [0.87225, 2.09073, 0.26031], [0.06921, -1.62675, 1.14090], [1.13262, 0.34585, 1.89140], [-1.52048, -1.23381, -1.58692], [1.32374, 2.98237, 0.69255]], "mulliken_charge": [-0.17, 0.59, -0.52, -0.39, -0.15, -0.01, -0.14, -0.40, 0.16, 0.22, 0.41, 0.38]}

y:
{"formula": "C4H4ClN3", "method": "ωB97M-V/def2-TZVPD", "smiles": "CC1(Cl)c2n[nH]nc21", "orbital_gap_ev": 9.83, "symbols": ["Cl", "N", "N", "N", "C", "C", "C", "C", "H", "H", "H", "H"], "positions_angstrom": [[-0.43463, 1.62962, 2.34401], [2.55419, 0.37057, 0.12446], [2.81334, -0.86743, 0.61025], [1.77160, -1.42593, 1.27153], [0.00512, 0.57184, 0.95296], [0.81162, -0.59703, 1.25803], [1.36787, 0.68006, 0.44965], [-1.13750, 0.47657, -0.02702], [-0.81234, -0.05885, -0.91720], [3.65661, -1.37407, 0.37519], [-1.45537, 1.47609, -0.31272], [-1.97816, -0.04608, 0.42270]], "mulliken_charge": [-0.22, -0.58, 0.23, -0.59, 0.85, 0.12, 0.08, -1.12, 0.34, 0.25, 0.33, 0.31]}

Most stable = x